# 1
C6H74NO31 | ωB97M-V with the def2-TZVPD basis set

Values from the calculation:
Highest occupied orbital energy ... -0.433 hartree
F_max ... 15.0 eV/A
Net charge ... +1
Energy relative to the best compared isomer or geometry (same formula, charge and spin) ... 356.2 kJ/mol

Element x y z (Å)
C 3.176 2.045 -2.555
O 1.763 1.695 -2.798
C 1.280 0.622 -1.952
C 1.347 0.712 -0.431
N 0.880 -0.441 0.331
H 1.045 -1.271 -0.139
H 1.336 -0.355 1.277
C -0.652 -0.415 0.326
C -1.157 -1.459 1.348
O -2.558 -1.129 1.491
C -3.127 -1.888 2.611
H 3.876 1.208 -2.651
H 3.163 2.602 -1.534
H 3.497 2.810 -3.313
H 1.605 -0.304 -2.228
H 0.280 0.551 -2.388
H 0.793 1.655 -0.169
H 2.402 0.825 -0.241
H -0.893 -0.637 -0.784
H -0.863 0.515 0.676
H -0.587 -1.218 2.245
H -0.942 -2.400 1.136
H -4.243 -1.759 2.697
H -2.552 -1.663 3.548
H -2.880 -2.957 2.377
O -0.036 4.018 -2.064
H -0.632 3.757 -1.296
H 0.019 3.362 -2.751
O -3.169 1.103 4.227
H -3.256 1.669 4.999
H -3.460 1.748 3.451
O -6.941 -0.984 2.796
H -7.013 -1.930 2.588
H -7.834 -0.692 3.070
O 6.624 1.718 -3.043
H 6.485 2.667 -2.819
H 7.303 1.460 -3.580
O 4.626 -0.361 0.917
H 4.632 -0.455 1.862
H 5.343 0.154 0.660
O -2.488 1.888 1.968
H -1.696 2.265 1.683
H -3.036 1.174 1.506
O -2.166 -2.431 -1.909
H -2.713 -1.779 -2.567
H -2.644 -3.182 -2.287
O 2.758 0.559 -5.732
H 3.587 0.356 -5.458
H 2.368 1.494 -5.667
O -1.499 -0.690 5.983
H -2.036 -0.486 5.299
H -1.652 -1.638 6.106
O -4.727 -3.515 0.098
H -5.647 -3.246 -0.256
H -3.978 -2.925 -0.211
O 0.113 -4.074 -2.229
H 0.547 -3.870 -1.308
H -0.330 -3.436 -2.593
O 2.869 4.523 -1.870
H 2.886 5.455 -1.906
H 2.053 4.121 -2.195
O 5.735 4.457 -2.586
H 6.076 4.380 -1.779
H 4.742 4.614 -2.471
O -3.356 0.018 0.167
H -2.845 -0.734 0.601
H -3.522 -0.254 -0.799
O -6.089 -0.803 0.608
H -5.015 -0.389 0.642
H -6.117 -1.097 1.561
O -1.393 -5.005 2.074
H -1.409 -5.561 1.265
H -1.246 -5.576 2.927
O 2.088 -2.888 -0.381
H 2.833 -3.168 -1.032
H 2.146 -3.651 0.066
O 5.265 1.013 -5.136
H 5.554 1.188 -4.153
H 5.891 0.331 -5.368
O 1.486 -1.027 5.221
H 0.426 -0.924 5.552
H 1.477 -0.754 4.345
O 2.270 3.692 0.747
H 2.835 3.041 1.159
H 2.745 4.227 0.108
O -4.360 -5.214 2.242
H -4.940 -4.470 2.132
H -3.691 -5.070 1.826
O 2.082 -0.240 2.670
H 2.896 -0.042 2.817
H 1.551 0.549 3.010
O -0.575 3.311 0.542
H -0.775 4.222 0.467
H 0.321 3.304 0.624
O -5.496 -0.479 5.056
H -6.045 -0.692 4.371
H -4.947 0.277 4.922
O -0.220 1.499 3.566
H -1.165 1.217 3.519
H -0.392 2.308 4.059
O 1.595 3.207 -5.615
H 2.012 4.007 -5.573
H 1.886 3.098 -6.515
O 1.029 -3.723 2.239
H 1.643 -4.676 2.068
H 0.159 -4.081 2.261
O -0.609 2.128 -4.417
H -1.043 1.471 -4.804
H 0.187 2.343 -4.929
O 1.985 -1.522 -4.626
H 2.781 -2.138 -4.506
H 2.305 -0.868 -5.096

Atoms 1-3, force components in eV/Å:
C -0.98 1.09 0.80
O 1.97 -0.52 1.46
C -2.40 1.55 -1.27

***

# 2
C26H29NOP2TeTi | ωB97M-V with the def2-TZVPD basis set

Values from the calculation:
Highest occupied orbital energy (spin up / spin down) ... -0.375 / -0.377 hartree
Spin multiplicity ... 2
Expectation value of S² ... 0.764
F_max ... 6.5 eV/A
Net charge ... +1

Element x y z (Å)
C 1.620 -1.835 3.949
C 1.582 -1.002 2.834
C 1.521 -1.609 1.554
C 1.434 -3.004 1.433
C 1.430 -3.809 2.568
C 1.553 -3.223 3.830
C 1.314 -3.642 0.043
C 1.957 -2.764 -1.005
C 2.055 -1.373 -0.807
C 2.650 -0.544 -1.791
C 3.077 -1.132 -2.970
C 2.979 -2.509 -3.170
C 2.420 -3.322 -2.192
H 1.687 -1.362 4.918
H 1.419 -4.883 2.450
H 1.563 -3.844 4.719
H 1.847 -4.616 0.076
H 3.498 -0.502 -3.734
H 3.337 -2.956 -4.082
H 2.419 -4.414 -2.268
N 1.554 -0.815 0.387
Ti -0.005 0.451 0.023
C 1.552 0.493 2.979
H 2.367 1.001 2.473
H 1.533 0.774 4.038
C 2.735 0.951 -1.610
H 3.257 1.258 -0.693
H 3.216 1.420 -2.481
P -0.045 1.189 2.297
P 1.044 1.735 -1.571
C 0.476 1.559 -3.273
H -0.530 1.995 -3.356
H 1.197 2.100 -3.908
H 0.429 0.497 -3.570
C 1.351 3.463 -1.308
H 1.900 3.815 -2.189
H 0.390 3.976 -1.202
H 1.943 3.599 -0.396
C -1.286 0.481 3.427
H -1.054 0.852 4.428
H -2.275 0.799 3.114
H -1.239 -0.612 3.413
C 0.056 2.914 2.789
H -0.825 3.442 2.422
H 0.097 2.929 3.882
H 0.956 3.366 2.363
C -1.074 -1.700 -0.430
O -0.941 -0.793 -1.229
H 0.322 -3.973 -0.177
Te -1.887 2.270 -0.056
C -3.698 1.469 -0.922
C -4.811 1.499 -0.078
C -6.076 1.254 -0.624
C -6.211 0.980 -2.002
C -5.068 0.920 -2.823
C -3.796 1.154 -2.280
H -4.677 1.727 0.979
H -6.959 1.283 0.011
H -7.207 0.817 -2.431
H -5.179 0.699 -3.879
H -2.893 1.101 -2.893

Atoms 1-3, force components in eV/Å:
C -0.23 -0.09 -0.23
C 0.06 -0.46 -0.60
C 0.22 -0.35 0.23

***

# 3
C55H62BGe3N9Ti | ωB97M-V with the def2-TZVPD basis set

Values from the calculation:
Highest occupied orbital energy (spin up / spin down) ... -0.356 / -0.367 hartree
Spin multiplicity ... 4
Expectation value of S² ... 3.766
F_max ... 2.7 eV/A
Net charge ... +1
Energy relative to the best compared isomer or geometry (same formula, charge and spin) ... 63.5 kJ/mol

Element x y z (Å)
Ti 0.132 -0.073 -0.635
C -0.742 -3.607 0.815
C -1.662 -2.518 0.392
C -3.053 -2.567 0.267
C -3.447 -1.280 -0.018
N -2.356 -0.490 -0.071
N -1.255 -1.262 0.167
B -2.485 1.048 0.272
N -2.650 1.299 1.763
C -3.748 1.205 2.556
C -3.455 1.787 3.758
C -2.118 2.221 3.635
C -1.333 2.988 4.644
N -1.635 1.900 2.445
N -1.339 2.040 -0.151
C -1.509 3.369 -0.012
C -0.519 4.016 -0.712
C 0.249 3.005 -1.301
C 1.311 3.117 -2.338
N -0.241 1.820 -0.916
N -3.695 1.428 -0.574
C -4.837 2.103 -0.340
C -5.514 2.208 -1.530
C -4.700 1.561 -2.479
C -4.974 1.441 -3.939
N -3.603 1.092 -1.886
H -0.803 -4.458 0.137
H -1.040 -3.949 1.808
H 0.283 -3.251 0.878
H -3.680 -3.433 0.385
H -4.439 -0.892 -0.174
H -4.655 0.736 2.204
H -4.100 1.886 4.615
H -1.547 4.055 4.552
H -0.265 2.840 4.503
H -1.605 2.674 5.650
H -2.327 3.777 0.559
H -0.387 5.078 -0.824
H 0.875 3.565 -3.234
H 1.690 2.130 -2.597
H 2.129 3.758 -2.012
H -5.089 2.454 0.648
H -6.466 2.679 -1.706
H -6.028 1.217 -4.101
H -4.363 0.670 -4.403
H -4.749 2.388 -4.433
C 1.761 -2.440 -5.126
Ge 0.624 -0.813 -4.995
C -0.475 -1.106 -6.654
C 1.932 0.681 -5.169
Ge -1.442 0.131 -2.993
C -1.631 1.824 -4.106
C -1.323 1.860 -5.465
C -1.268 3.053 -6.175
C -1.516 4.257 -5.537
C -1.859 4.243 -4.193
C -1.915 3.046 -3.496
C -2.625 -1.427 -3.522
C -4.007 -1.504 -3.343
C -4.715 -2.656 -3.655
C -4.059 -3.768 -4.161
C -2.683 -3.725 -4.322
C -1.982 -2.579 -3.980
H 2.279 -2.323 -6.082
H 1.162 -3.349 -5.180
H 2.502 -2.531 -4.340
H -0.120 -0.448 -7.448
H -1.541 -0.943 -6.502
H -0.333 -2.142 -6.962
H 2.451 0.528 -6.118
H 2.659 0.619 -4.358
H 1.461 1.661 -5.168
H -1.137 0.945 -6.001
H -1.027 3.034 -7.231
H -1.449 5.190 -6.081
H -2.090 5.168 -3.679
H -2.207 3.083 -2.460
H -4.547 -0.653 -2.954
H -5.788 -2.679 -3.507
H -4.610 -4.663 -4.419
H -2.152 -4.585 -4.712
H -0.901 -2.598 -4.065
C 3.345 1.463 -0.692
C 3.102 0.132 -1.340
C 4.041 -0.696 -1.898
C 3.398 -1.922 -2.212
C 2.082 -1.795 -1.857
C 1.017 -2.848 -1.929
N 1.872 -0.528 -1.323
H 3.786 2.169 -1.395
H 4.045 1.359 0.140
H 2.427 1.883 -0.288
H 5.083 -0.451 -2.034
H 3.853 -2.809 -2.624
H 1.094 -3.398 -2.867
H 0.012 -2.424 -1.865
H 1.157 -3.573 -1.128
C 4.255 -3.850 2.154
C 4.443 -2.786 1.283
C 3.465 -1.811 1.158
C 2.293 -1.870 1.910
C 2.103 -2.959 2.762
C 3.081 -3.935 2.891
Ge 0.983 -0.351 1.925
C -0.055 -0.898 3.541
C 0.583 -0.715 4.766
C -0.018 -1.120 5.948
C -1.268 -1.721 5.923
C -1.905 -1.924 4.709
C -1.300 -1.516 3.529
C 2.085 1.222 2.452
C 1.649 2.528 2.238
C 2.401 3.604 2.683
C 3.597 3.385 3.354
C 4.042 2.088 3.566
C 3.298 1.010 3.104
H 5.015 -4.614 2.255
H 5.352 -2.710 0.701
H 3.632 -0.983 0.482
H 1.201 -3.037 3.355
H 2.927 -4.760 3.575
H 1.564 -0.255 4.801
H 0.492 -0.965 6.891
H -1.746 -2.032 6.844
H -2.879 -2.397 4.677
H -1.824 -1.675 2.595
H 0.699 2.699 1.745
H 2.051 4.614 2.512
H 4.185 4.221 3.709
H 4.972 1.911 4.091
H 3.664 0.003 3.260

Atoms 1-3, force components in eV/Å:
Ti 0.86 -1.30 -1.62
C -0.03 0.05 -0.12
C -0.22 -0.05 -0.03

***

What is the F_max in the first record? 15.0 eV/A